[1]
Density functional theory data (ωB97M-V/def2-TZVPD) for C14H42CaFO7 as an isolated structure in a non-equilibrium geometry.

Spin multiplicity: 1
Total charge: +1
Strongest force on any atom: 0.1063 Eh/bohr
LUMO: -5.68 eV
Energy above the lowest of the compared OMol25 structures with the same formula, charge and spin: 191.1 kcal/mol
Highest occupied orbital energy: -11.46 eV
Gap between HOMO and LUMO: 5.78 eV

Geometry as XYZ:
```
65
Properties=species:S:1:pos:R:3:forces:R:3:mulliken_charge:R:1
H 4.250174 -3.852596 1.896979 -0.102 0.064 0.119 0.245
C -0.403666 -1.421796 4.106499 -2.110 -0.078 -0.436 -0.199
H -3.151756 0.067104 0.509829 -0.014 -0.190 0.017 0.306
Ca 2.664274 0.797064 1.692189 -2.485 -0.646 -1.128 1.673
H -2.594036 -0.768936 -2.983021 0.259 0.270 0.144 0.172
H -2.878296 -2.291926 -3.714721 0.281 -0.345 -0.069 0.287
H 2.568874 1.468204 -2.416301 -0.016 -0.416 0.392 0.190
C 0.197384 3.846744 3.809489 -0.711 0.173 -0.119 -0.199
H -0.811136 -0.567426 3.566009 -0.195 -0.025 0.023 0.262
C 4.511794 -4.277906 -0.160871 0.431 0.479 -0.228 -0.934
C -5.831366 -1.565516 -0.141101 0.016 0.270 -0.687 -1.041
O 4.296204 0.832224 -1.425021 -0.395 -0.374 0.569 -0.487
H 4.134794 3.294904 -2.553911 0.246 -0.141 0.350 0.267
H 3.984904 -4.290326 -1.114981 -0.253 -0.243 0.094 0.315
C 4.274694 2.447984 -3.225661 -0.941 -0.559 0.391 -0.984
O -4.105836 0.031704 0.610179 -0.574 1.248 0.087 -0.549
H -2.656566 4.190984 -3.091061 -0.513 0.111 1.252 0.269
H 1.296364 -2.022576 4.571449 0.510 -0.068 -0.078 0.277
H 5.134224 -5.168986 -0.079211 -0.147 -0.008 0.143 0.338
H -0.472536 4.165964 -4.017651 -0.344 0.296 0.268 0.281
H 2.948944 -4.823266 1.248789 -0.332 0.139 -0.051 0.281
O -0.633686 -2.284526 -2.023821 0.271 -1.583 5.224 -0.502
H -2.765286 2.430164 -2.831441 0.129 -0.072 0.107 0.236
H 5.092244 0.429104 -1.779151 0.361 -0.150 0.539 0.277
H -0.664146 -1.454726 -1.542031 -0.005 -0.232 1.088 0.296
H -2.044946 -1.033376 -4.638861 -0.354 0.082 -0.130 0.356
H -0.478716 2.461544 -3.985671 -0.033 -0.353 -0.389 0.155
C -2.137186 -1.494836 -3.655671 -1.469 0.455 -0.830 -0.962
H -6.570786 -0.766246 -0.091041 -0.102 -0.140 0.344 0.306
H -0.136436 -1.003626 -3.320801 0.252 0.427 -1.073 0.142
C 3.616604 -3.992316 1.021089 0.822 -0.799 0.030 -0.289
H -0.296526 3.394794 2.949319 -0.072 0.106 0.042 0.339
H -6.259806 -2.541536 0.086779 -0.133 0.169 0.564 0.326
O 0.955634 -1.343216 3.984949 2.818 0.740 0.270 -0.472
C -0.881306 -2.705146 3.512939 -0.826 -0.398 -0.621 -1.025
C -1.152806 3.315184 -4.056391 0.518 -0.883 -0.646 -0.878
H 3.601124 0.339204 -3.313641 -0.016 0.013 -0.015 0.255
H 0.564684 4.838464 3.545509 0.125 -0.028 -0.330 0.241
H -0.358646 -2.646046 -3.919731 -0.081 -0.054 -0.298 0.330
H 1.634544 3.346894 4.938929 0.425 -0.273 0.216 0.260
H -3.795446 -1.885096 0.199719 0.092 -0.533 0.152 0.165
C -0.774406 -1.885266 -3.259081 0.943 1.138 -3.852 -0.135
H -1.941726 -2.774686 3.755389 -0.091 -0.405 -0.247 0.296
H -5.595926 -1.683616 -1.198801 0.238 0.357 -0.145 0.230
O 1.287264 2.978794 4.123159 0.656 -0.242 -0.245 -0.486
O -1.235966 3.433514 -1.757171 -0.513 0.557 1.145 -0.483
H -0.826786 3.042904 5.519439 -0.172 0.012 -0.010 0.303
H 2.232724 -2.960656 0.174809 -0.236 0.176 -0.175 0.254
H 5.339094 2.278994 -3.388741 -0.105 0.151 -0.349 0.344
C 3.600234 1.181834 -2.622221 0.129 1.796 -0.854 -0.170
H -4.674186 -1.658516 1.684979 -0.163 0.302 0.304 0.242
F 0.001754 0.644114 0.197669 1.958 0.116 0.920 -0.792
H 3.712234 2.769424 -4.102251 0.432 -0.291 -0.427 0.340
H -1.714916 4.331744 4.665749 -0.003 -0.020 0.099 0.331
H -0.363946 -3.592696 3.877219 0.010 0.076 0.479 0.405
H -1.648656 3.349124 -5.026491 -0.073 -0.252 -0.034 0.359
C -4.574926 -1.282946 0.666549 0.768 -1.458 -0.653 0.007
H -0.885236 2.594314 -1.450021 -0.196 -0.361 -0.029 0.281
H 5.155564 -3.399506 -0.206341 0.380 -0.112 -0.221 0.217
H -0.740556 -2.737986 2.432569 -0.166 0.203 -0.078 0.213
O 2.946624 -2.772956 0.788579 -0.616 0.790 0.372 -0.379
H -0.778456 -1.380886 5.129229 0.355 0.318 0.328 0.277
C -0.733276 3.997364 5.001419 0.048 -0.067 -0.233 -1.103
H -0.341376 4.744854 5.691179 -0.022 -0.038 0.117 0.354
C -2.091696 3.286434 -2.865671 1.104 0.803 -1.511 -0.229
```
Positions in Å, forces in eV/Å.

=====

[2]
Density functional theory data (ωB97M-V/def2-TZVPD) for C29H29BrCrN6O5 as an isolated structure.

Spin multiplicity: 2
Total charge: +1
Strongest force on any atom: 0.0192 Eh/bohr
Expectation value of S²: 0.758
LUMO (alpha / beta): -3.77 / -3.41 eV
Energy above the lowest of the compared OMol25 structures with the same formula, charge and spin: 55.7 kcal/mol
Highest occupied orbital energy (alpha / beta): -10.76 / -10.75 eV
Gap between HOMO and LUMO (alpha / beta): 6.98 / 7.34 eV

Geometry as XYZ:
```
71
Properties=species:S:1:pos:R:3:forces:R:3:lowdin_spin:R:1
C -0.355545 -2.177201 -3.115662 0.033 0.013 -0.027 0.000
H -2.508242 4.928077 1.480176 0.040 0.022 -0.010 0.000
C -1.425121 -2.287676 -5.230829 0.027 -0.096 -0.195 0.000
H 3.864589 2.158848 -0.838726 0.022 0.044 0.015 0.000
O 1.651429 -1.867782 0.891210 -0.346 0.397 0.049 0.012
C 1.514293 -4.116393 0.211112 0.072 0.017 -0.026 -0.002
H 1.688222 1.740484 4.056401 0.019 0.017 0.001 0.000
C 0.954874 1.163036 3.492675 0.064 -0.170 0.037 0.000
O -1.537513 -4.256565 -6.427852 0.127 -0.088 -0.035 0.000
H -2.260380 -1.907352 1.449500 0.012 -0.051 -0.013 0.000
H 2.593723 -4.134418 0.135628 -0.019 -0.023 -0.004 0.000
H 3.571584 -0.246951 -0.002789 -0.036 -0.020 -0.027 0.003
H 1.252926 -6.143909 -0.397302 -0.007 0.012 -0.003 0.000
H -4.276317 3.508764 1.798133 0.032 -0.008 0.054 0.000
C 3.160338 0.215340 2.687454 -0.137 -0.038 0.042 0.000
C -0.349223 -0.026930 -1.822642 0.197 -0.507 0.021 0.000
H 1.140133 2.373563 -1.614455 -0.009 0.014 -0.039 0.000
C -0.706743 -0.832349 -3.032017 0.041 -0.095 0.006 0.000
N 0.915872 2.714747 1.599198 0.014 -0.028 -0.011 0.000
H -1.774087 1.527767 3.333256 0.020 -0.023 0.021 0.000
C -1.778046 -0.954597 -5.179460 -0.019 0.103 0.015 0.000
O -1.015106 0.948466 -1.510234 0.058 0.315 0.126 0.002
H 1.711440 4.681716 1.316847 0.000 -0.016 -0.019 0.000
H -2.323718 -0.512241 -5.999540 0.008 -0.004 0.003 0.000
H 0.319043 0.652762 4.218207 0.013 0.001 0.025 0.000
C 0.898498 -2.918830 0.597737 0.134 0.028 -0.010 0.003
Cr 1.086103 -0.092047 0.681914 0.429 -0.888 0.071 0.986
C 3.623061 1.100829 1.553186 -0.133 -0.008 -0.163 0.000
H 3.510568 -0.803494 2.517775 0.037 -0.006 0.032 0.000
C -1.727131 0.522167 1.512375 0.444 -0.104 0.158 0.003
C 0.785957 4.132918 1.442452 0.002 -0.122 0.052 0.000
H 4.711160 1.144778 1.497263 0.047 -0.023 -0.004 0.000
H 1.948454 3.460125 -0.505996 0.013 0.018 -0.013 0.000
H -0.486951 -3.970910 -4.314180 0.000 0.013 -0.002 0.000
H 0.208325 -2.636007 -2.313983 -0.006 0.014 -0.002 0.000
O 0.699774 -0.466595 -1.168717 -0.182 0.522 -0.214 0.000
H -5.016317 1.264876 1.162255 0.023 -0.025 0.009 0.000
C 0.113069 2.148869 2.688161 -0.021 0.152 -0.123 0.000
C -0.372040 4.777940 1.528398 -0.258 0.050 0.046 0.000
N -1.810974 -3.076845 -6.428467 -0.222 0.018 0.267 0.000
H -1.704498 0.814081 -3.964573 0.022 -0.012 0.009 0.000
N -0.787320 -0.519312 1.219283 -0.311 0.161 -0.017 -0.001
C -1.714746 4.209645 1.660773 0.169 0.180 -0.068 0.000
C -1.336428 1.750001 2.344739 -0.071 -0.087 -0.007 0.000
N 0.749578 1.962370 0.378047 0.187 0.114 -0.013 0.003
N 1.672200 0.145366 2.688410 0.162 0.183 0.020 -0.005
H 3.548864 0.554494 3.649122 -0.014 0.041 0.017 0.000
H -3.301201 -0.412517 0.487262 -0.008 0.048 0.009 0.000
O -2.406708 -2.497028 -7.308316 0.036 0.088 -0.120 0.000
C -0.501730 -2.891429 0.715109 -0.133 -0.080 0.021 -0.003
H 1.432609 -0.767356 3.059468 -0.048 -0.021 -0.088 0.000
H -0.194488 2.070065 -0.010486 -0.020 -0.016 -0.033 0.002
C 2.965207 1.542670 -0.807187 -0.071 -0.096 0.109 0.000
C -0.728932 -2.922334 -4.221574 0.056 -0.030 0.074 0.000
C -2.990746 0.424816 1.099348 -0.428 0.094 -0.126 0.000
H 2.913053 0.970475 -1.729333 0.003 0.003 -0.030 0.000
H 3.238108 2.110833 1.690115 0.039 -0.004 -0.004 0.000
Br -1.634460 -6.736617 -0.383627 -0.031 -0.046 -0.005 -0.001
C 1.697797 2.418245 -0.683458 -0.064 -0.104 0.055 0.000
C -1.254039 -4.056881 0.447785 0.006 0.249 0.051 0.000
H -2.331776 -4.031735 0.553370 0.018 0.012 0.004 0.000
C 0.765763 -5.230610 -0.082168 -0.064 -0.063 -0.011 0.000
C -0.631064 -5.198526 0.031984 0.204 -0.091 -0.048 -0.003
H -0.328872 5.858447 1.452687 -0.035 -0.011 -0.001 0.000
C -1.422110 -0.226003 -4.056605 -0.115 -0.003 -0.045 0.000
C -1.228700 -1.733269 1.149748 -0.186 0.058 0.125 -0.002
N 3.037016 0.563400 0.296288 0.071 0.197 0.049 0.004
C -3.973819 1.466484 1.369646 0.048 -0.233 -0.103 0.000
C -3.575746 2.684742 1.738282 0.190 0.131 0.003 0.000
H -0.031954 2.982693 3.375360 -0.013 0.029 0.020 0.000
C -2.140841 2.957812 1.892041 -0.135 -0.117 0.039 0.000
```
Positions in Å, forces in eV/Å.

=====

- What is the strongest force on any atom in the first record?
  0.1063 Eh/bohr

=====

- Which of these has the highest strongest force on any atom?
  C14H42CaFO7